(1)
{"formula": "C42H54BClINO6", "method": "ωB97M-V/def2-TZVPD", "smiles": "C#CCCC[C@](COC)(CC(=O)I)O[C@@H](CCCCl)[C@H](Cc1cccc(C)c1)O[C@H](O)B(N)O.c1ccccc1.c1ccccc1.c1ccccc1", "molar_mass_g_mol": 842.06, "homo_ev": -8.937, "species": ["C", "C", "C", "C", "C", "C", "C", "O", "C", "C", "C", "O", "I", "O", "C", "C", "C", "C", "Cl", "C", "C", "C", "C", "C", "C", "C", "C", "C", "O", "C", "O", "B", "N", "O", "H", "H", "H", "H", "H", "H", "H", "H", "H", "H", "H", "H", "H", "H", "H", "H", "H", "H", "H", "H", "H", "H", "H", "H", "H", "H", "H", "H", "H", "H", "H", "H", "H", "H", "H", "H", "C", "C", "C", "C", "C", "C", "H", "H", "H", "H", "H", "H", "C", "C", "C", "C", "C", "C", "H", "H", "H", "H", "H", "H", "C", "C", "C", "C", "C", "C", "H", "H", "H", "H", "H", "H"], "coordinates": [[4.61392, 1.19801, 1.20696], [4.25007, 1.87807, 0.28605], [3.97358, 2.62452, -0.96303], [2.56556, 2.30858, -1.53469], [2.42902, 0.77971, -1.67142], [1.46800, 0.29152, -2.77367], [1.39957, -1.22977, -2.64681], [0.81642, -1.83222, -3.79398], [1.03168, -3.24040, -3.83021], [2.09197, 0.67780, -4.15413], [3.30859, -0.13043, -4.55975], [4.35782, -0.13462, -4.01784], [3.14177, -1.31482, -6.39850], [0.21328, 0.93382, -2.79570], [-0.62658, 0.70301, -1.66826], [-1.11860, 2.07727, -1.18772], [-1.44889, 3.08669, -2.31913], [-0.54030, 4.32853, -2.35115], [0.48771, 4.41282, -3.82378], [-1.72049, -0.33959, -2.02782], [-3.09274, 0.21075, -2.46659], [-4.07242, 0.66273, -1.39088], [-4.61692, 1.95237, -1.54323], [-5.50503, 2.47114, -0.62568], [-5.90818, 1.73910, 0.48781], [-5.42510, 0.44796, 0.64654], [-5.84147, -0.37721, 1.85383], [-4.51702, -0.07246, -0.29701], [-1.79700, -1.26365, -0.94268], [-1.78235, -2.61100, -1.33448], [-2.96060, -3.00166, -2.01970], [-1.53810, -3.46596, 0.01575], [-0.79729, -2.87924, 1.14404], [-2.05052, -4.72359, 0.12887], [5.08775, 0.62891, 1.97131], [4.73203, 2.37419, -1.70760], [4.08182, 3.68583, -0.72821], [2.48154, 2.84156, -2.47677], [1.86532, 2.68158, -0.78877], [3.42547, 0.35439, -1.78121], [2.05961, 0.41591, -0.70490], [2.40062, -1.63435, -2.45811], [0.78999, -1.53736, -1.78255], [0.04812, -3.72391, -3.84211], [1.55759, -3.60280, -2.94474], [1.55435, -3.53378, -4.73852], [2.35303, 1.73553, -4.17995], [1.31278, 0.52015, -4.89935], [-0.07742, 0.26375, -0.83222], [-0.28346, 2.51214, -0.62948], [-1.92535, 1.99770, -0.45875], [-1.50382, 2.62587, -3.30143], [-2.44542, 3.48007, -2.10755], [0.11055, 4.39115, -1.48224], [-1.14789, 5.23080, -2.35837], [-1.32400, -0.89471, -2.88635], [-3.57671, -0.60181, -3.01772], [-2.95195, 1.00541, -3.19713], [-4.34588, 2.56262, -2.39489], [-5.89835, 3.47414, -0.75095], [-6.58762, 2.12811, 1.23543], [-6.00738, -1.42355, 1.60575], [-6.70567, 0.09022, 2.32330], [-5.03137, -0.31632, 2.58831], [-4.14949, -1.07875, -0.13558], [-0.95838, -2.83952, -2.02556], [-3.51400, -3.46963, -1.38841], [-1.41216, -2.25004, 1.65496], [-0.06841, -2.27074, 0.78495], [-1.95128, -4.97888, 1.05560], [-8.20128, -4.00506, -1.16474], [-6.83160, -3.91093, -0.96468], [-6.25646, -4.42047, 0.19113], [-7.05820, -5.02511, 1.15088], [-8.42815, -5.12167, 0.95185], [-9.00045, -4.61059, -0.20534], [-8.64554, -3.60359, -2.06623], [-6.20467, -3.44060, -1.71291], [-5.18651, -4.34741, 0.34809], [-6.61346, -5.42513, 2.05338], [-9.05051, -5.59673, 1.69926], [-10.06962, -4.68218, -0.35798], [5.13428, -1.50861, 5.93889], [4.95077, -1.53869, 4.56314], [3.69312, -1.30171, 4.02506], [2.62018, -1.02652, 4.86169], [2.80444, -0.99376, 6.23687], [4.06049, -1.23817, 6.77576], [6.11417, -1.69615, 6.35872], [5.78912, -1.74783, 3.91014], [3.54882, -1.33073, 2.95219], [1.64079, -0.83720, 4.44130], [1.96839, -0.77773, 6.88964], [4.20263, -1.21699, 7.84859], [8.80042, 5.14991, 3.55328], [8.16603, 4.46989, 4.58396], [7.04959, 3.68900, 4.31675], [6.57231, 3.58197, 3.01720], [7.20866, 4.25928, 1.98682], [8.32051, 5.04620, 2.25461], [9.66936, 5.76091, 3.76194], [8.54185, 4.54901, 5.59619], [6.55109, 3.16284, 5.12115], [5.70512, 2.97209, 2.80646], [6.83632, 4.17271, 0.97353], [8.81402, 5.57810, 1.45116]], "mulliken_charge": [0.31, -0.88, -1.33, 0.21, -1.92, 1.39, -1.56, -0.30, -0.94, -1.03, -0.22, -0.41, -0.05, -0.35, 0.44, -1.32, -0.87, -0.66, -0.23, 0.21, -1.84, 0.03, -0.43, -1.03, -0.76, 0.50, -1.39, 0.42, -0.03, 0.74, -0.58, 0.58, -0.72, -0.63, 0.69, 0.45, 0.48, 0.01, 0.12, 1.07, 0.49, 1.11, 0.43, 0.25, 0.40, 0.25, 0.44, 0.73, 0.05, 0.88, 0.40, 0.74, -0.03, 0.29, 0.45, 0.52, 0.67, 0.50, 0.58, 0.38, 0.38, 0.27, 0.40, 0.29, 0.30, -0.47, 0.31, 0.29, 0.25, 0.32, -0.55, -0.17, -0.13, -0.59, -0.37, -0.40, 0.38, 0.38, 0.37, 0.36, 0.36, 0.36, -0.43, -0.42, -0.35, -0.43, -0.37, -0.39, 0.37, 0.40, 0.52, 0.37, 0.36, 0.38, -0.41, -0.33, -0.60, -0.14, -0.25, -0.44, 0.35, 0.36, 0.40, 0.31, 0.35, 0.36]}

(2)
{"formula": "C28H64ClFN8O9P", "method": "ωB97M-V/def2-TZVPD", "charge": 1, "molar_mass_g_mol": 742.29, "homo_ev": -10.366, "species": ["O", "P", "N", "O", "C", "C", "Cl", "C", "C", "C", "C", "C", "F", "H", "H", "H", "H", "H", "H", "H", "H", "H", "H", "H", "H", "H", "H", "H", "C", "C", "O", "N", "C", "H", "H", "H", "H", "H", "H", "H", "C", "C", "O", "N", "C", "H", "H", "H", "H", "H", "H", "H", "C", "C", "O", "N", "C", "H", "H", "H", "H", "H", "H", "H", "C", "C", "O", "N", "C", "H", "H", "H", "H", "H", "H", "H", "C", "C", "O", "N", "C", "H", "H", "H", "H", "H", "H", "H", "C", "C", "O", "N", "C", "H", "H", "H", "H", "H", "H", "H", "C", "C", "O", "N", "C", "H", "H", "H", "H", "H", "H", "H"], "coordinates": [[0.20003, -5.30405, 4.04232], [1.57487, -5.26143, 3.51374], [1.71281, -3.68112, 2.59845], [0.62240, -3.73355, 1.70361], [1.56149, -2.47494, 3.48740], [2.82167, -2.12120, 4.28743], [2.75605, -2.95671, 5.88054], [4.17025, -2.34271, 3.59726], [4.17790, -3.54234, 2.64898], [2.94935, -3.48885, 1.74240], [2.98435, -4.39340, 0.50146], [2.57788, -3.60484, -0.73971], [2.28235, -4.46943, -1.78037], [2.55785, -5.19808, 4.49564], [1.84069, -6.22380, 2.54500], [-0.17603, -3.61985, 2.25837], [1.23534, -1.65080, 2.84702], [0.75572, -2.69494, 4.19872], [2.74664, -1.05137, 4.49968], [4.43617, -1.44604, 3.02992], [4.92107, -2.47590, 4.38149], [4.22738, -4.47845, 3.22393], [5.06814, -3.52207, 2.01242], [2.88048, -2.44506, 1.40061], [4.02309, -4.71833, 0.37591], [2.33692, -5.27069, 0.59112], [1.71036, -2.96705, -0.53145], [3.39765, -2.93990, -1.04447], [3.50692, -8.50085, 1.13691], [3.78809, -8.59170, 2.61891], [3.77677, -7.59912, 3.34712], [4.06123, -9.80813, 3.12887], [4.12598, -11.08285, 2.43742], [3.31527, -7.46156, 0.88391], [4.36256, -8.84602, 0.55651], [2.63625, -9.09875, 0.86615], [4.24129, -9.79967, 4.12224], [3.39732, -11.77746, 2.85510], [5.11872, -11.52040, 2.54243], [3.91500, -10.95369, 1.38096], [3.61443, 0.62665, -0.29228], [2.50795, 0.37648, 0.70543], [2.75162, -0.18501, 1.78492], [1.27507, 0.78854, 0.38693], [0.85020, 1.46957, -0.83252], [4.54388, 0.24190, 0.11868], [3.40647, 0.12501, -1.23832], [3.72804, 1.69337, -0.48419], [0.56169, 0.62260, 1.08793], [0.43083, 2.44164, -0.58996], [0.08730, 0.87504, -1.33524], [1.68491, 1.61779, -1.50746], [0.33576, -1.17152, 7.58399], [-0.48631, -0.15322, 6.83775], [-0.98488, -0.45367, 5.76173], [-0.63369, 1.08303, 7.37306], [-0.09797, 1.58610, 8.62295], [0.33308, -2.07265, 6.98029], [1.36191, -0.81969, 7.69664], [-0.06763, -1.40513, 8.57012], [-1.19542, 1.70552, 6.81246], [-0.90462, 1.89891, 9.28678], [0.55122, 2.44409, 8.44405], [0.47951, 0.81455, 9.12228], [-0.96364, 1.03297, 3.29183], [-0.83797, 1.48476, 1.85699], [-0.47185, 0.71415, 0.97259], [-1.13608, 2.77376, 1.56463], [-1.58069, 3.81482, 2.46876], [-0.68704, -0.01444, 3.33090], [-0.29268, 1.59682, 3.94085], [-1.98211, 1.13170, 3.66564], [-1.02333, 3.00781, 0.59045], [-2.55870, 4.19291, 2.16800], [-0.87674, 4.64821, 2.46933], [-1.65777, 3.42561, 3.47906], [-0.41374, 4.92861, -4.22001], [-0.61006, 4.36059, -2.84249], [0.31231, 4.13026, -2.06935], [-1.90642, 4.10262, -2.50875], [-3.06085, 4.32850, -3.36827], [0.64584, 5.08601, -4.40199], [-0.81235, 4.24183, -4.96234], [-0.93496, 5.88183, -4.31301], [-2.04300, 3.71549, -1.58853], [-3.76427, 5.02477, -2.90562], [-3.58336, 3.39082, -3.56347], [-2.73966, 4.73518, -4.31714], [-0.97528, 3.24264, -9.08211], [-1.75411, 3.97311, -8.01303], [-1.34819, 4.06259, -6.86112], [-2.93577, 4.53395, -8.35813], [-3.57199, 4.55488, -9.65706], [-0.06577, 2.85491, -8.63281], [-1.55614, 2.40989, -9.48161], [-0.71004, 3.91115, -9.90127], [-3.41598, 4.98079, -7.58379], [-3.71891, 5.58283, -9.99469], [-4.54690, 4.06668, -9.61294], [-2.95940, 4.03853, -10.38999], [-6.27380, 6.67172, -6.38819], [-5.86922, 5.40150, -5.67655], [-4.81610, 4.82594, -5.92024], [-6.72253, 4.90891, -4.74466], [-8.00206, 5.44438, -4.32438], [-5.49040, 6.93006, -7.09496], [-7.20904, 6.53323, -6.93156], [-6.39635, 7.49305, -5.68171], [-6.39704, 4.05889, -4.30923], [-7.98946, 5.67612, -3.25855], [-8.79852, 4.72220, -4.50825], [-8.22943, 6.35364, -4.87125]], "mulliken_charge": [-0.72, 1.00, 0.63, -0.46, -0.72, 0.49, -0.16, -1.11, -0.79, 0.78, -0.74, -0.48, -0.37, 0.14, -0.07, 0.40, -0.18, 0.73, 0.30, 0.31, 0.60, 0.06, 0.56, -0.63, 0.56, 0.17, 0.25, 0.37, -0.86, 0.80, -0.64, -0.21, -0.86, -0.19, 0.45, 0.39, 0.26, 0.29, 0.29, 0.33, -1.75, 0.84, -0.60, 0.11, -0.94, 0.34, 0.39, 0.50, -0.13, 0.10, 0.29, 0.46, -1.34, 0.81, -0.62, -0.11, -0.91, 0.22, 0.40, 0.44, 0.22, 0.31, 0.30, 0.34, -1.24, 0.85, -0.52, 0.07, -0.92, 0.16, 0.39, 0.52, 0.10, 0.30, 0.32, 0.32, -1.41, 0.96, -0.66, 0.07, -0.80, 0.32, 0.40, 0.36, 0.10, 0.28, 0.28, 0.23, -1.41, 0.81, -0.61, 0.01, -0.98, 0.29, 0.37, 0.37, 0.10, 0.30, 0.28, 0.38, -1.42, 0.88, -0.61, -0.17, -0.90, 0.28, 0.40, 0.38, 0.23, 0.30, 0.30, 0.34]}

(3)
{"formula": "C9H15F5O7P", "method": "ωB97M-V/def2-TZVPD", "charge": -1, "molar_mass_g_mol": 361.18, "homo_ev": -3.343, "species": ["O", "C", "C", "P", "C", "F", "F", "F", "H", "H", "H", "H", "H", "H", "H", "H", "H", "C", "C", "O", "C", "O", "O", "F", "H", "H", "H", "C", "C", "O", "C", "O", "O", "F", "H", "H", "H"], "coordinates": [[0.74158, 2.99908, 4.85110], [-0.02675, 2.19044, 3.89882], [-1.51738, 2.13685, 4.47757], [-2.68610, 0.89202, 3.60816], [0.70394, 0.74683, 3.88982], [2.07501, 0.99157, 4.16009], [0.25999, -0.08985, 4.89695], [0.70257, 0.12939, 2.63660], [0.63437, 2.49923, 5.68684], [0.06296, 2.71165, 2.90391], [-1.50666, 1.96477, 5.61036], [-1.95466, 3.17540, 4.27719], [-3.72779, 1.18817, 4.61028], [-3.21426, 1.96616, 2.74407], [-1.74319, 0.59668, 2.54401], [-2.25520, -0.22730, 4.43332], [-3.62403, -0.03660, 2.95308], [0.85684, -2.77692, 0.12042], [-0.36002, -2.26086, -0.58073], [0.17815, -1.63186, -1.73199], [1.32541, -2.30371, -2.01386], [1.90511, -2.23379, -3.05705], [1.72985, -3.07093, -0.96869], [-0.99102, -1.33506, 0.16501], [1.31976, -2.02624, 0.76603], [0.65106, -3.66916, 0.71149], [-1.06882, -3.03663, -0.88433], [1.94604, -0.41835, -5.73799], [0.77934, 0.39428, -5.27329], [0.31136, 0.99295, -6.46890], [0.63512, 0.12397, -7.46654], [0.17062, 0.16034, -8.56434], [1.54873, -0.79568, -7.05385], [1.17254, 1.37367, -4.42342], [2.87007, 0.16378, -5.79140], [2.11869, -1.29383, -5.11275], [-0.02323, -0.19045, -4.81598]], "mulliken_charge": [-0.53, -0.04, -1.13, -0.06, 0.66, -0.30, -0.22, -0.19, 0.35, 0.32, 0.26, 0.34, 0.02, -0.04, -0.38, -0.11, 0.07, -0.26, 0.27, -0.25, 0.60, -0.52, -0.34, -0.23, 0.20, 0.26, 0.22, -0.24, 0.41, -0.34, 0.62, -0.52, -0.33, -0.28, 0.26, 0.17, 0.28]}

(4)
{"formula": "C5H13NO", "method": "ωB97M-V/def2-TZVPD", "smiles": "CC(C)=C(C)N.O", "de_lowest_kcal_mol": 45.13, "molar_mass_g_mol": 103.16, "homo_ev": -7.470, "species": ["C", "N", "C", "C", "C", "C", "H", "H", "H", "H", "H", "H", "H", "H", "H", "H", "H", "H", "H", "O"], "coordinates": [[-0.00804, 1.15451, 1.84402], [-1.63322, -1.31928, 2.02905], [-1.29268, -0.73828, 0.75016], [-0.29144, 0.15849, 0.73769], [0.74498, 0.19272, -0.43195], [-1.80218, -1.31333, -0.58290], [0.65722, 1.92972, 1.46215], [0.38458, 0.73609, 2.77694], [-0.90263, 1.75404, 2.01217], [-2.05342, -0.63446, 2.65127], [-2.32321, -2.05675, 1.91680], [1.04797, -0.80653, -0.74763], [1.58735, 0.70454, 0.02879], [0.34784, 0.80772, -1.24683], [-1.99323, -2.37231, -0.37294], [-2.69499, -0.72537, -0.80953], [-1.05431, -1.22724, -1.36121], [3.37541, 0.63760, -3.12250], [3.52596, 1.50849, -4.33861], [3.44062, 1.56126, -3.38368]], "mulliken_charge": [-1.46, -0.60, 0.27, 0.84, -1.62, -1.15, 0.47, 0.27, 0.34, 0.24, 0.26, 0.37, 0.50, 0.33, 0.36, 0.26, 0.31, 0.32, 0.31, -0.63]}